A cluster of 2 separate species, C5H13N2 in total at a distorted geometry, computed with ωB97M-V/def2-TZVPD.

## Properties
HOMO energy: -13.410 eV
Total charge: +1
E_LUMO: -6.19 eV
HOMO-LUMO gap: 7.22 eV

Last column: Mulliken charge in e.
Element x y z (Å)
1 C 0.700 -0.140 -0.379  -0.47
2 C -0.414 -1.075 -0.211  -0.65
3 C -0.704 0.438 0.167  0.94
4 C -1.423 1.291 -0.652  -0.10
5 N -2.164 2.312 0.028  -0.57
6 C -0.575 0.731 1.682  -1.52
7 N 2.930 -2.198 -0.613  -0.67
8 H 0.878 0.350 -1.328  0.27
9 H 1.531 -0.255 0.302  0.39
10 H -0.998 -1.348 -1.078  0.27
11 H -0.336 -1.849 0.543  0.26
12 H -1.959 0.977 -1.548  0.39
13 H -2.243 3.104 -0.608  0.29
14 H -3.107 1.969 0.214  0.29
15 H 0.291 1.372 1.855  0.36
16 H -1.427 1.339 1.934  0.47
17 H -0.464 -0.172 2.275  0.36
18 H 3.520 -2.952 -0.298  0.22
19 H 2.497 -2.520 -1.470  0.23
20 H 3.467 -1.372 -0.815  0.24

=====

A cluster of 2 separate species, C2H2F3NO in total at a distorted geometry, computed with ωB97M-V/def2-TZVPD.

## Properties
HOMO energy: -12.032 eV
E_LUMO: -0.78 eV
HOMO-LUMO gap: 11.25 eV

Last column: Mulliken charge in e.
Element x y z (Å)
1 C -0.674 -0.105 0.163  0.38
2 C 0.698 0.543 -0.435  0.51
3 N 1.747 -0.001 -0.054  -0.19
4 O -0.486 -1.051 0.997  -0.35
5 F -2.183 0.571 0.940  -0.51
6 F 0.639 1.444 -1.409  -0.19
7 F 2.873 0.310 -0.833  -0.16
8 H -1.286 -0.441 -0.763  0.15
9 H -1.328 -1.270 1.394  0.37

=====

A structure of composition C11H11BCl2FeN6O2 at a distorted geometry, computed with ωB97M-V/def2-TZVPD.

## Properties
HOMO energy (alpha / beta): -13.063 / -12.979 eV
Total charge: +1
E_LUMO (alpha / beta): -2.26 / -6.11 eV
Multiplicity: 6
HOMO-LUMO gap (alpha / beta): 10.81 / 6.87 eV

Last column: Mulliken charge in e.
Element x y z (Å)
1 Fe 0.066 -0.330 -0.058  -0.01
2 C 3.527 2.074 0.559  -1.08
3 C 2.934 0.824 0.501  -0.03
4 N 1.617 0.965 0.285  -0.40
5 N 1.353 2.285 0.195  0.50
6 C 2.486 2.971 0.360  0.01
7 B -0.080 2.793 -0.062  0.13
8 N -0.980 2.226 1.046  0.37
9 C -1.748 2.862 1.936  0.03
10 C -2.374 1.918 2.736  -1.08
11 C -1.924 0.695 2.258  -0.15
12 N -1.082 0.893 1.237  -0.35
13 N -0.557 2.198 -1.401  0.50
14 C -0.954 2.812 -2.517  0.01
15 C -1.283 1.850 -3.463  -1.08
16 C -1.055 0.639 -2.829  -0.05
17 N -0.622 0.863 -1.580  -0.37
18 H 4.566 2.300 0.722  0.42
19 H 3.374 -0.154 0.602  0.52
20 H 2.494 4.047 0.329  0.46
21 H -0.110 3.982 -0.089  -0.04
22 H -1.810 3.937 1.953  0.46
23 H -3.057 2.095 3.547  0.42
24 H -2.159 -0.302 2.592  0.56
25 H -0.983 3.886 -2.582  0.46
26 H -1.637 2.008 -4.465  0.42
27 H -1.178 -0.367 -3.196  0.52
28 Cl 1.669 -4.873 0.496  -0.12
29 C 0.854 -4.184 -0.909  0.19
30 Cl -0.684 -4.984 -1.237  -0.12
31 C 0.584 -2.712 -0.643  0.96
32 O 1.080 -1.855 -1.394  -0.61
33 O -0.141 -2.371 0.336  -0.76
34 H 1.497 -4.282 -1.776  0.31

=====

The ion C3H6BrN2O with charge +1 at a distorted geometry, computed with ωB97M-V/def2-TZVPD.

## Properties
HOMO energy: -14.167 eV
Total charge: +1
E_LUMO: -5.78 eV
HOMO-LUMO gap: 8.39 eV

Last column: Mulliken charge in e.
Element x y z (Å)
1 C -1.041 -0.058 -0.031  0.06
2 C 1.055 1.803 0.048  0.19
3 C 0.431 -1.924 -0.164  -0.88
4 N 0.056 -0.598 -0.021  -0.32
5 N -1.259 1.328 0.230  -0.30
6 O -0.044 2.008 0.635  -0.03
7 Br 1.345 1.391 -1.673  0.15
8 H -1.987 -0.482 -0.115  0.44
9 H 1.963 2.126 0.683  0.38
10 H -0.490 -2.516 -0.065  0.29
11 H 0.943 -2.188 -1.071  0.31
12 H 0.988 -2.235 0.608  0.37
13 H -1.961 1.345 0.934  0.34

=====

A structure of composition C31H34CdF2N9O7Si, computed with ωB97M-V/def2-TZVPD.

## Properties
HOMO energy: -5.115 eV
Total charge: -1
E_LUMO: 2.53 eV
HOMO-LUMO gap: 7.65 eV

Last column: Mulliken charge in e.
Element x y z (Å)
1 Cd 0.581 0.811 0.589  3.43
2 C -2.688 0.604 1.440  -0.58
3 Si -1.724 -0.411 2.684  -0.28
4 C -2.154 -2.218 2.355  -0.57
5 C -2.336 0.031 4.407  -1.14
6 N -0.060 -0.025 2.501  -0.09
7 C 0.883 -0.286 3.464  0.55
8 C 0.861 -1.398 4.328  0.06
9 C 1.838 -1.619 5.287  -1.04
10 C 2.905 -0.746 5.432  -0.50
11 C 2.968 0.368 4.601  -0.69
12 C 1.979 0.567 3.672  -0.07
13 F 2.060 1.694 2.894  -0.51
14 H -3.759 0.393 1.513  0.51
15 H -2.386 0.390 0.411  -0.22
16 H -2.539 1.673 1.615  0.04
17 H -3.237 -2.369 2.370  0.41
18 H -1.713 -2.899 3.087  0.42
19 H -1.799 -2.512 1.363  -0.21
20 H -3.399 -0.202 4.513  0.36
21 H -2.204 1.101 4.587  0.27
22 H -1.792 -0.506 5.186  0.36
23 H 0.051 -2.110 4.220  0.27
24 H 1.767 -2.496 5.921  0.40
25 H 3.676 -0.922 6.170  0.37
26 H 3.775 1.085 4.665  0.42
27 C -1.669 4.826 0.622  -1.56
28 C -0.801 3.658 0.266  0.03
29 N 0.025 3.125 1.080  0.21
30 O 0.001 3.660 2.361  -0.57
31 C -0.946 3.026 -1.061  0.54
32 C -1.433 3.819 -2.234  -2.25
33 N -0.650 1.767 -1.148  1.11
34 O -0.802 1.155 -2.292  -1.16
35 H -1.260 5.377 1.463  0.43
36 H -2.662 4.460 0.898  0.27
37 H -1.790 5.489 -0.232  0.37
38 H 0.640 3.098 2.823  0.35
39 H -2.511 4.001 -2.192  0.33
40 H -1.211 3.259 -3.140  0.41
41 H -0.938 4.791 -2.283  0.55
42 N -3.590 1.097 -2.546  -0.14
43 C -4.480 0.198 -2.093  0.36
44 O -5.684 0.423 -2.041  -0.74
45 C -3.950 -1.143 -1.662  0.24
46 C -4.841 -2.035 -1.081  -0.60
47 C -4.382 -3.278 -0.686  -0.55
48 C -3.045 -3.584 -0.894  -0.47
49 N -2.175 -2.747 -1.453  -0.10
50 C -2.628 -1.547 -1.823  -0.01
51 H -3.977 1.986 -2.815  0.22
52 H -2.566 1.013 -2.492  0.08
53 H -5.870 -1.729 -0.954  0.48
54 H -5.040 -4.000 -0.222  0.42
55 H -2.649 -4.549 -0.592  0.34
56 H -1.891 -0.878 -2.255  0.51
57 F 3.799 3.364 -4.217  -0.35
58 C 3.909 2.077 -3.854  0.36
59 C 4.270 1.740 -2.615  0.05
60 N 4.444 0.432 -2.229  0.16
61 C 4.638 0.125 -0.815  -1.53
62 C 3.337 0.263 -0.011  1.07
63 O 3.174 -0.447 0.981  -0.67
64 O 2.523 1.130 -0.465  -1.21
65 C 4.123 -0.607 -3.079  0.28
66 O 4.172 -1.776 -2.751  -0.64
67 N 3.753 -0.221 -4.353  0.01
68 C 3.616 1.070 -4.862  0.29
69 O 3.295 1.276 -6.011  -0.65
70 H 4.452 2.492 -1.862  0.34
71 H 5.375 0.823 -0.413  0.40
72 H 5.019 -0.886 -0.725  0.37
73 H 3.480 -0.978 -4.969  0.28
74 N 1.620 -2.718 -5.006  -0.75
75 C 1.440 -2.689 -3.870  -0.20
76 C 1.212 -2.645 -2.454  0.17
77 C 1.423 -3.762 -1.656  -0.35
78 C 1.248 -3.637 -0.292  -1.61
79 C 0.883 -2.403 0.221  -0.28
80 N 0.657 -1.341 -0.548  1.40
81 C 0.814 -1.451 -1.863  -0.84
82 H 1.739 -4.697 -2.100  0.54
83 H 1.417 -4.471 0.374  0.53
84 H 0.780 -2.239 1.288  0.20
85 H 0.610 -0.556 -2.443  0.60

=====

The molecule C3H8N2O2S at a distorted geometry, computed with ωB97M-V/def2-TZVPD.

## Properties
HOMO energy: -8.498 eV
E_LUMO: 0.67 eV
HOMO-LUMO gap: 9.16 eV

Last column: Mulliken charge in e.
Element x y z (Å)
1 C -0.023 2.376 -0.570  -0.60
2 O -1.012 1.692 0.128  -0.34
3 C -0.590 0.597 0.918  -0.54
4 C -0.419 -0.682 0.037  0.66
5 N -1.356 -1.442 -0.427  -0.64
6 O -2.558 -1.042 0.096  -0.34
7 N 0.862 -0.925 -0.444  -0.31
8 S 2.379 -0.535 0.209  -0.16
9 H -0.512 3.061 -1.213  0.28
10 H 0.598 1.727 -1.254  0.21
11 H 0.635 2.932 0.137  0.26
12 H 0.358 0.920 1.351  0.39
13 H -1.377 0.410 1.716  0.28
14 H -3.185 -1.489 -0.468  0.36
15 H 0.906 -1.809 -0.977  0.33
16 H 2.714 0.431 -0.649  0.13

=====

The records above yield energy relative to the best compared isomer or geometry (same formula, charge and spin) values of 4.434 5.637 0.198 2.633 0.000 2.724 eV, respectively.